<one>
{
  "formula": "H20O10",
  "method": "wB97M-V/def2-TZVPD",
  "species": ["O", "H", "H", "O", "H", "H", "O", "H", "H", "O", "H", "H", "O", "H", "H", "O", "H", "H", "O", "H", "H", "O", "H", "H", "O", "H", "H", "O", "H", "H"],
  "positions_angstrom": [[1.627, 10.719, -19.679], [1.440, 10.860, -20.615], [0.933, 10.126, -19.382], [4.945, 10.965, -22.899], [5.380, 11.750, -23.243], [5.395, 10.787, -22.052], [6.576, 7.313, -20.299], [7.224, 6.604, -20.274], [5.875, 6.989, -20.886], [2.215, 10.601, -22.559], [3.186, 10.606, -22.699], [1.873, 11.213, -23.219], [4.566, 9.549, -18.229], [4.383, 8.607, -18.262], [4.456, 9.831, -19.143], [3.851, 8.501, -21.027], [4.194, 8.134, -21.852], [3.025, 8.931, -21.282], [4.808, 8.237, -24.387], [4.289, 9.030, -24.552], [5.269, 8.070, -25.216], [5.668, 6.082, -22.715], [5.536, 6.603, -23.518], [6.504, 5.623, -22.845], [-0.426, 9.556, -21.632], [0.356, 9.737, -22.170], [-0.247, 8.705, -21.222], [6.784, 10.064, -20.817], [6.676, 9.144, -20.499], [7.695, 10.292, -20.620]],
  "homo_energy_ev": -10.057,
  "smiles": "O.O.O.O.O.O.O.O.O.O",
  "e_lumo_ev": -0.018
}

<two>
{
  "formula": "H20O10",
  "method": "wB97M-V/def2-TZVPD",
  "species": ["O", "H", "H", "O", "H", "H", "O", "H", "H", "O", "H", "H", "O", "H", "H", "O", "H", "H", "O", "H", "H", "O", "H", "H", "O", "H", "H", "O", "H", "H"],
  "positions_angstrom": [[-1.525, 0.748, -2.376], [-1.188, 0.231, -1.633], [-2.460, 0.588, -2.438], [-0.146, -0.285, -0.044], [0.008, -0.321, 0.867], [0.708, -0.196, -0.427], [-0.553, -2.863, -0.343], [0.172, -2.943, -0.896], [-0.411, -1.980, 0.064], [1.333, 2.053, -0.856], [1.487, 2.171, 0.117], [1.141, 2.935, -1.140], [-0.982, 0.329, 4.140], [-0.169, 0.228, 3.635], [-0.601, 0.231, 5.038], [-2.294, -0.035, 1.902], [-1.811, 0.107, 2.726], [-1.756, 0.376, 1.180], [1.088, -0.553, 2.450], [1.328, -1.261, 3.084], [1.853, 0.048, 2.421], [1.819, -0.057, -2.684], [2.010, 0.810, -2.325], [1.603, 0.132, -3.584], [1.190, -2.697, -2.520], [1.283, -1.753, -2.559], [0.540, -2.888, -3.173], [-1.474, 2.286, 0.118], [-0.531, 1.998, 0.029], [-1.651, 2.548, -0.779]],
  "homo_energy_ev": -9.775,
  "smiles": "O.O.O.O.O.O.O.O.O.O",
  "e_lumo_ev": -0.691
}

<three>
{
  "formula": "H20O10",
  "method": "wB97M-V/def2-TZVPD",
  "species": ["O", "H", "H", "O", "H", "H", "O", "H", "H", "O", "H", "H", "O", "H", "H", "O", "H", "H", "O", "H", "H", "O", "H", "H", "O", "H", "H", "O", "H", "H"],
  "positions_angstrom": [[-3.424, -1.073, -0.593], [-3.109, -0.179, -0.631], [-4.346, -1.017, -0.449], [-0.419, 0.114, -0.239], [0.420, 0.421, 0.198], [-0.724, -0.690, 0.141], [2.529, -0.395, -0.230], [1.911, -0.687, -0.906], [2.674, 0.493, -0.516], [-2.340, 1.617, -1.911], [-2.597, 2.396, -1.459], [-1.450, 1.462, -1.586], [-1.156, -2.700, -0.486], [-2.067, -2.348, -0.662], [-0.908, -2.670, 0.444], [-0.577, -2.600, 2.203], [0.349, -2.390, 2.476], [-0.558, -3.418, 2.700], [0.699, 2.039, 1.290], [-0.156, 2.033, 1.679], [0.891, 2.949, 1.106], [2.149, 0.951, 3.525], [1.690, 1.229, 4.314], [1.548, 1.216, 2.861], [0.783, -1.180, -2.165], [1.002, -0.705, -3.006], [0.171, -0.611, -1.766], [2.669, 2.126, -2.013], [1.769, 2.234, -1.700], [2.574, 1.375, -2.622]],
  "homo_energy_ev": -10.280,
  "smiles": "O.O.O.O.O.O.O.O.O.O",
  "e_lumo_ev": -0.268
}

Most stable = <one>

<one>
{
  "formula": "H20O10",
  "method": "wB97M-V/def2-TZVPD",
  "species": ["O", "H", "H", "O", "H", "H", "O", "H", "H", "O", "H", "H", "O", "H", "H", "O", "H", "H", "O", "H", "H", "O", "H", "H", "O", "H", "H", "O", "H", "H"],
  "positions_angstrom": [[0.716, -0.007, 3.133], [1.229, -0.681, 2.707], [1.112, 0.779, 2.963], [1.082, -0.470, -3.594], [0.907, -0.916, -2.732], [1.639, 0.201, -3.318], [0.287, -0.297, -0.058], [-0.040, -1.234, -0.019], [-0.459, 0.109, 0.336], [2.400, -2.454, -1.067], [1.664, -2.820, -1.608], [3.001, -3.149, -0.977], [-2.939, -0.294, -0.291], [-2.468, -1.107, -0.090], [-2.357, 0.125, -0.896], [-2.116, 2.011, 3.230], [-2.552, 2.809, 2.894], [-1.699, 1.711, 2.419], [2.552, 0.977, 1.003], [2.681, 1.903, 0.766], [1.639, 0.714, 0.897], [-1.235, -2.728, -0.323], [-0.893, -3.151, -1.091], [-1.117, -3.453, 0.377], [0.166, 1.822, -2.085], [0.325, 1.084, -1.523], [-0.514, 1.566, -2.679], [-1.017, 2.010, 0.767], [-0.350, 2.696, 0.770], [-1.640, 2.245, 0.091]],
  "homo_energy_ev": -10.558,
  "smiles": "O.O.O.O.O.O.O.O.O.O",
  "e_lumo_ev": -0.466
}

<two>
{
  "formula": "H20O10",
  "method": "wB97M-V/def2-TZVPD",
  "species": ["O", "H", "H", "O", "H", "H", "O", "H", "H", "O", "H", "H", "O", "H", "H", "O", "H", "H", "O", "H", "H", "O", "H", "H", "O", "H", "H", "O", "H", "H"],
  "positions_angstrom": [[-0.050, -0.418, 0.205], [0.479, 0.096, 0.826], [-0.635, -0.936, 0.769], [4.760, 0.422, -0.786], [3.907, 0.798, -1.029], [4.894, 0.713, 0.123], [-3.670, 0.843, -1.309], [-4.478, 1.192, -0.917], [-3.865, 0.803, -2.252], [0.680, -3.384, -1.220], [0.396, -2.479, -1.047], [0.866, -3.742, -0.345], [-1.792, 2.057, -1.301], [-2.325, 1.796, -0.541], [-2.419, 2.072, -2.033], [2.632, -1.952, 2.083], [3.081, -2.586, 1.512], [1.870, -1.669, 1.564], [-4.530, -2.717, 1.190], [-4.859, -1.831, 1.002], [-3.760, -2.569, 1.750], [-0.979, 1.761, 1.332], [-1.317, 2.459, 1.905], [-0.464, 2.233, 0.667], [2.157, -0.959, -1.350], [1.535, -0.301, -1.020], [2.615, -0.509, -2.069], [1.185, 3.955, 0.989], [0.987, 3.817, 1.922], [0.347, 3.789, 0.544]],
  "homo_energy_ev": -10.581,
  "smiles": "O.O.O.O.O.O.O.O.O.O",
  "e_lumo_ev": -0.308
}

Most stable = <one>

<one>
{
  "formula": "C4H6ClNOS",
  "method": "wB97M-V/def2-TZVPD",
  "species": ["C", "C", "C", "C", "N", "O", "S", "Cl", "H", "H", "H", "H", "H", "H"],
  "positions_angstrom": [[-1.351, -2.143, 0.343], [1.126, -0.765, 0.100], [-0.182, -0.074, -0.152], [-1.345, -0.746, 0.485], [-1.233, -3.267, 0.203], [-2.980, -0.244, -1.532], [-3.133, -0.161, -0.129], [-3.349, 1.860, 0.419], [1.378, -1.134, 1.136], [1.240, -1.578, -0.532], [1.845, -0.098, -0.239], [-0.220, 0.058, -1.165], [-0.152, 0.836, 0.353], [-1.459, -0.463, 1.543]],
  "homo_energy_ev": -10.026,
  "e_lumo_ev": -0.481
}

<two>
{
  "formula": "C4H6ClNOS",
  "method": "wB97M-V/def2-TZVPD",
  "species": ["N", "C", "C", "Cl", "C", "S", "C", "O", "H", "H", "H", "H", "H", "H"],
  "positions_angstrom": [[-0.163, -0.245, 2.468], [-0.256, -0.082, 1.232], [-0.128, 0.992, 0.438], [0.614, 2.422, 1.178], [0.022, 0.833, -1.045], [0.514, 2.037, -1.917], [-0.166, -0.428, -1.805], [0.669, -1.478, -1.245], [-0.740, -1.190, 2.744], [-0.543, 0.601, 3.077], [-0.240, -1.036, 0.552], [-1.229, -0.734, -1.727], [-0.043, -0.393, -2.841], [1.689, -1.300, -1.107]],
  "homo_energy_ev": -8.160,
  "smiles": "N/C=C(\\Cl)C(=S)CO",
  "e_lumo_ev": 0.021
}

Most stable = <one>

<one>
{
  "formula": "CH6N3O",
  "method": "wB97M-V/def2-TZVPD",
  "species": ["C", "N", "N", "N", "O", "H", "H", "H", "H", "H", "H"],
  "positions_angstrom": [[1.120, 0.441, 0.143], [-0.251, -1.495, 0.101], [-1.242, 0.666, 0.056], [-0.231, -0.100, 0.164], [-2.359, 0.315, 0.124], [1.109, 1.495, 0.150], [1.588, -0.016, -0.910], [1.770, -0.078, 0.853], [0.647, -1.812, -0.296], [-1.042, -1.919, -0.424], [-1.110, 2.503, 0.040]],
  "homo_energy_ev": [-15.274, -15.178],
  "total_charge": 1,
  "e_lumo_ev": [-6.527, -7.753]
}

<two>
{
  "formula": "CH6N3O",
  "method": "wB97M-V/def2-TZVPD",
  "species": ["N", "C", "N", "N", "O", "H", "H", "H", "H", "H", "H"],
  "positions_angstrom": [[-1.595, 0.077, -0.170], [-0.056, 0.019, -0.162], [0.502, 1.042, -0.776], [0.589, -0.816, 0.646], [1.908, -0.712, 1.041], [-2.091, 0.482, -0.923], [-2.058, -0.694, 0.438], [0.047, 1.426, -1.606], [1.372, 1.577, -0.668], [0.149, -1.643, 1.057], [2.450, -1.283, 0.501]],
  "homo_energy_ev": -15.418,
  "total_charge": 1,
  "smiles": "NC(N)=[NH+]O",
  "e_lumo_ev": -3.782
}

Most stable = <two>

<one>
{
  "formula": "C5H13N2",
  "method": "wB97M-V/def2-TZVPD",
  "species": ["C", "C", "C", "C", "C", "N", "N", "H", "H", "H", "H", "H", "H", "H", "H", "H", "H", "H", "H", "H"],
  "positions_angstrom": [[1.375, 1.987, 1.248], [2.010, 1.208, 0.389], [3.111, 0.300, 0.791], [-1.278, -0.335, -0.379], [-0.993, -1.321, 0.379], [-0.670, -2.435, 0.934], [-3.243, 0.045, -2.244], [1.731, 1.905, 2.333], [0.070, -3.057, 0.557], [3.254, 0.260, 1.819], [2.850, -0.792, 0.512], [4.071, 0.336, 0.236], [-2.046, -0.437, -1.434], [-0.972, 0.741, -0.352], [1.764, 1.207, -0.581], [-1.052, -2.838, 1.756], [-3.439, -0.342, -3.160], [-3.191, 1.086, -2.211], [-3.970, -0.235, -1.629], [0.617, 2.717, 1.036]],
  "homo_energy_ev": -12.386,
  "total_charge": 1,
  "e_lumo_ev": -3.759
}

<two>
{
  "formula": "C5H13N2",
  "method": "wB97M-V/def2-TZVPD",
  "species": ["C", "C", "C", "C", "N", "N", "C", "H", "H", "H", "H", "H", "H", "H", "H", "H", "H", "H", "H", "H"],
  "positions_angstrom": [[-1.878, -0.195, 1.183], [-0.673, 0.036, 0.583], [-0.115, 1.282, 0.075], [0.113, 1.491, -1.431], [1.097, 0.442, -1.707], [0.162, -1.093, 0.230], [0.737, -1.811, 1.364], [-2.481, -1.078, 1.249], [-2.364, 0.676, 1.736], [0.811, 1.600, 0.577], [-0.784, 2.163, 0.183], [0.605, 2.592, -1.607], [-0.789, 1.365, -2.110], [0.999, 0.199, -2.700], [2.206, 0.609, -1.543], [-0.136, -1.636, -0.600], [1.068, -0.843, -0.534], [0.986, -1.133, 2.112], [1.730, -2.100, 1.156], [0.229, -2.665, 1.776]],
  "homo_energy_ev": -13.850,
  "total_charge": 1,
  "smiles": "C=C(CCN)[NH2+]C",
  "e_lumo_ev": -3.021
}

Most stable = <two>